Molecular formula: C4H8N2S
Method: DFT, ωB97M-V/def2-TZVPD

```
15
Properties=species:S:1:pos:R:3:forces:R:3
C -1.1074 0.8455 1.1468 -1.72 2.30 2.69
C -1.2254 0.9945 -0.2953 -0.83 0.32 -0.07
C 1.1872 1.4305 1.5020 -4.13 -1.42 -2.46
C 0.6522 -2.2181 -1.5479 2.07 0.01 -1.27
N -0.0260 1.4446 1.8352 0.55 0.44 2.08
N -1.0750 -0.2292 0.2898 2.80 -4.87 -0.53
S 1.4141 -1.2279 -0.2529 -2.01 0.70 -0.03
H -2.0594 0.9723 1.7527 1.27 -0.65 -0.52
H -2.1161 1.0783 -0.7959 -2.22 0.50 -1.27
H -0.4544 1.4871 -0.7133 2.76 1.63 -1.51
H 1.3928 1.0419 0.5476 1.03 -0.66 -1.43
H 1.9321 1.7568 2.0763 2.67 1.61 2.50
H 0.1828 -1.6943 -2.3574 0.04 0.91 -0.32
H -0.0988 -2.7735 -1.1230 -1.60 -1.69 1.10
H 1.4013 -2.9085 -2.0646 -0.67 0.85 1.04
```
Positions in Å, forces in eV/Å.

The calculation puts the total energy at -18086.755 eV. The value obtained for the maximum force is 5.64 eV Å⁻¹. For the HOMO energy (alpha / beta), the calculation gives -8.91 / -8.91 eV. The energy relative to the best compared isomer or geometry (same formula, charge and spin) is 161.1 kcal per mole. The HOMO-LUMO gap (alpha / beta) comes out at 0.2454 / 0.2454 Ha.

These are the natural (NBO) partial charges, in e, on atoms 1 to 6:
1. C 0.01
2. C -0.29
3. C -0.03
4. C -0.77
5. N -0.38
6. N -0.24